No. 1
C33H28BrIrN7O4S2 | ωB97M-V/def2-TZVPD

Output
- LUMO energy: -2.3 eV
- Energy relative to the best compared isomer or geometry (same formula, charge and spin): 71.2 kJ/mol
- Frontier orbital gap: 7.878 eV
- Charge: +1
- HOMO: -10.16 eV

Structure (XYZ):
```
76
C33H28BrIrN7O4S2, DFT ωB97M-V/def2-TZVPD
Ir -0.35724 0.59371 0.04506
Br -3.10086 -0.57838 -3.69862
S 2.99652 1.43257 -2.94988
S 0.11472 1.92512 -3.31736
O 2.27866 -1.07109 3.28142
O -0.84941 -0.83097 -1.34459
O 0.81398 -1.26890 -2.79875
O 1.18415 -0.02907 1.16950
N -0.60265 2.24723 1.24164
N -3.70834 -1.37314 0.03620
N 1.24959 1.33329 -0.96927
N -1.06635 4.40081 1.31239
N -2.01635 1.59488 -0.89205
N -1.93630 -0.44058 0.97960
N 2.47843 1.14663 -0.30762
C -0.09654 2.75068 2.44561
C -1.87317 -1.82556 1.19436
C 4.56399 -0.68372 3.62620
C 0.51280 2.11424 3.52241
C -3.29139 1.10018 -0.30676
C 0.61143 4.28025 4.61818
C -0.29140 -1.45467 -2.33512
C -2.41755 -2.34638 -3.44318
C 3.43369 -0.52037 2.82961
C -2.74914 -4.69350 -3.74294
C -1.52209 -4.93236 -3.14057
C -0.74599 -3.87132 -2.70501
C -3.20302 -3.39254 -3.89974
C 2.43925 1.87612 -4.61979
C -0.89878 -2.59744 1.81631
C 5.78621 -0.20812 3.19901
C -1.15374 3.25956 0.60950
C 1.42321 1.53089 -2.23425
C 3.52749 0.16894 1.61377
C -3.02673 -0.24907 0.26168
C -0.03061 4.91328 3.57392
C -1.82361 3.04937 -0.71457
C 4.78142 0.63096 1.19662
C -1.09245 -3.96387 1.82496
C 5.90445 0.44151 1.97137
C 0.86993 2.90022 4.59722
C -1.18434 -2.55764 -2.84791
C -3.19822 -3.79233 0.62132
C 2.34873 0.44675 0.76955
C -2.22454 -4.55187 1.23786
C 1.01303 1.39272 -4.79460
C -2.99098 -2.41950 0.61545
C -0.38035 4.11497 2.49211
H -1.18207 3.41702 -1.51744
H -3.57072 1.77546 0.50327
H 0.68180 1.04946 3.51886
H -1.16470 -5.94605 -3.01946
H -2.33095 -5.62776 1.26285
H -3.35194 -5.51580 -4.10414
H -4.06667 -4.24510 0.16241
H 0.96032 0.30587 -4.84157
H 4.84550 1.14754 0.24898
H 6.65998 -0.35185 3.82116
H -0.35516 -4.60061 2.29444
H -2.77112 3.59140 -0.77159
H 3.10754 1.38216 -5.32375
H -4.54121 -1.45226 -0.52406
H 1.60964 -0.91043 2.59039
H 0.91104 4.85923 5.48091
H -0.25178 5.97140 3.60270
H 0.52728 1.83717 -5.66139
H -1.95641 1.32408 -1.87552
H -4.15188 -3.19183 -4.37758
H -1.39884 5.30370 1.01849
H 4.45448 -1.20064 4.56994
H 0.21895 -4.04794 -2.24712
H -4.09596 1.08159 -1.04206
H -0.02269 -2.14416 2.25692
H 1.35511 2.44103 5.44735
H 6.86636 0.79951 1.63223
H 2.51455 2.95530 -4.74548
```



No. 2
C33H28CsN7O5 | ωB97M-V/def2-TZVPD

Output
- LUMO energy: 3.8 eV
- Energy relative to the best compared isomer or geometry (same formula, charge and spin): 28.4 kJ/mol
- Frontier orbital gap: 5.281 eV
- Charge: -2
- HOMO: -1.51 eV

Structure (XYZ):
```
74
C33H28CsN7O5, DFT ωB97M-V/def2-TZVPD
Cs 0.06493 0.35942 -0.66690
O 1.86989 2.90312 -1.66575
O -3.69818 -0.32933 -4.57790
O 1.57420 4.97037 -1.45530
O -1.05463 -1.73149 1.04461
O -1.33294 -0.28248 -3.03804
N 3.54763 1.14737 -2.18552
N 3.31279 0.26588 1.29996
N -0.74614 -3.69538 -0.15941
N -0.62609 2.91497 1.40938
N 2.34182 4.10853 -1.80399
N 2.14869 2.72514 1.68052
N 0.20161 -3.03043 -0.93095
C 3.88199 -0.83971 0.82851
C 0.12989 4.00932 1.50463
C -2.80946 0.37284 -5.42749
C -1.92945 -1.39465 -3.27094
C 4.08278 1.29597 1.63816
C -3.80725 -5.08814 3.54840
C -2.63792 1.75543 0.73732
C 5.26777 -0.95764 0.70693
C -3.46871 -3.76006 3.76901
C 1.49986 3.82047 2.05731
C -2.14679 -3.73275 1.74396
C -3.31621 -5.73665 2.41979
C -0.13546 -2.61079 -2.08503
C 6.06664 0.11124 1.05527
C -3.36121 -3.84931 -3.62451
C -2.64828 -3.08925 2.87062
C -0.30227 5.26278 1.09904
C -1.45114 -2.64168 -2.76029
C -1.23953 -2.96545 0.80485
C 3.32431 4.53690 3.41421
C -1.84900 3.02175 0.89579
C 3.38157 2.51913 2.12936
C 4.31781 0.30162 -2.40652
C -2.36616 4.24854 0.47472
C 4.00418 3.40179 3.01495
C 2.05008 4.76324 2.92145
C -3.82414 -2.66271 -4.19775
C 5.46816 1.26864 1.52801
C -2.17284 -3.82010 -2.91174
C -3.13703 -1.47989 -4.03799
C 2.96704 -1.92396 0.35856
C -2.49372 -5.06564 1.52729
C -1.57923 5.37800 0.57439
H 2.02153 -1.89770 0.89742
H 7.14204 0.05973 0.93517
H -1.89211 0.63053 -4.89638
H -1.94060 6.33641 0.22254
H 3.41391 -2.91377 0.44690
H -2.10033 -5.55270 0.64505
H 2.68001 2.16318 -1.92217
H -3.32583 1.28020 -5.74559
H -1.78834 -4.72132 -2.44852
H -3.92180 -4.77027 -3.73228
H -2.37087 -2.05290 3.01566
H -3.68682 1.89594 1.00093
H -2.61270 1.43695 -0.30878
H -4.74943 -2.63789 -4.76523
H 0.66675 -2.10942 -2.63273
H -2.21292 0.95944 1.34664
H 4.99308 3.18818 3.39704
H 1.48124 5.63423 3.21836
H -3.36232 4.29487 0.05324
H -2.56940 -0.23060 -6.31272
H 5.69142 -1.86558 0.29879
H -4.44970 -5.61434 4.24606
H 6.06379 2.14036 1.76365
H 3.77708 5.23281 4.11027
H -3.84664 -3.24347 4.64495
H 0.36479 6.11275 1.13303
H 2.74390 -1.75783 -0.69789
H -3.57959 -6.77275 2.23560
```



No. 3
C33H28N2O3RuSSi | ωB97M-V/def2-TZVPD

Output
- LUMO energy (spin up / spin down): 1.9 / 1.6 eV
- Expectation value of S²: 8.80
- Energy relative to the best compared isomer or geometry (same formula, charge and spin): 349.4 kJ/mol
- Frontier orbital gap (spin up / spin down): 2.733 / 6.189 eV
- Charge: -1
- Spin multiplicity: 6
- HOMO (spin up / spin down): -0.88 / -4.55 eV

Structure (XYZ):
```
69
C33H28N2O3RuSSi, DFT ωB97M-V/def2-TZVPD
Ru 0.03305 0.18786 -1.33019
S -1.77649 -1.01782 -0.71023
Si -1.17899 0.87741 0.69549
O 0.31689 -1.15274 3.37241
O 0.18053 0.01842 1.32964
O -0.18333 -0.07383 -3.61746
N 0.87358 1.86346 -2.28476
N 4.64707 -6.32888 0.18181
C 4.14056 -3.08500 -0.26469
C 1.97322 -3.01512 -2.07186
C -2.79020 0.56858 1.66032
C 0.73517 3.39898 -4.11640
C 1.56524 2.79202 -1.59699
C -5.03411 0.06184 3.29765
C 2.48057 -1.83565 -1.48868
C 1.55224 4.28843 -3.46589
C 1.85468 4.06101 -2.09228
C 0.19937 -3.54126 2.04239
C 2.06511 -0.49513 -1.89219
C -1.74373 -3.50971 -0.04301
C -4.02530 0.15550 1.11333
C -0.41761 -4.72010 1.67403
C 3.58257 -4.25294 -0.82908
C -3.79097 0.34643 3.86512
C -1.30341 -4.71471 0.58707
C -0.42521 4.98903 1.50294
C 2.54695 -4.22891 -1.77130
C -0.61420 2.54396 1.52059
C -5.11393 -0.11775 1.93538
C 0.40108 2.15608 -3.51076
C -2.69302 0.60837 3.04911
C 0.82405 3.70665 3.07429
C 0.07646 -1.09218 2.18986
C 4.08597 -5.48219 -0.38078
C -0.20415 -2.32520 1.46369
C -0.54637 1.21378 -4.14866
C 3.55475 -1.88360 -0.56801
C -0.92871 3.79655 0.97223
C 0.24779 2.52764 2.62283
C 0.47305 4.95283 2.57017
C -1.18144 -2.33714 0.36688
H -4.13470 0.08750 0.04386
H 2.21226 -5.14948 -2.25011
H 4.95411 -3.22734 0.45761
H -0.83201 5.93151 1.13339
H -2.49493 -3.52872 -0.84089
H -3.63978 0.28571 4.93598
H -5.93165 -0.02383 3.86300
H 4.00911 -0.94197 -0.13720
H -1.58162 1.44276 -3.83834
H -0.48183 1.27944 -5.25496
H -6.01861 -0.49635 1.51448
H 1.89756 2.44763 -0.61916
H -0.70145 -0.77805 -4.04138
H 2.76972 0.26229 -1.46037
H -0.18503 -5.66727 2.15228
H 1.53786 3.61146 3.84972
H -1.67172 -5.70168 0.23518
H 0.87777 5.83741 2.98278
H 1.00742 -3.49892 2.78964
H 1.92930 5.19396 -3.89933
H -1.75095 0.82773 3.54551
H 0.45985 1.57014 3.08323
H 1.19525 -2.99427 -2.80477
H 1.91511 -0.35451 -2.97259
H -1.01763 1.49024 -0.89070
H 0.46158 3.53626 -5.15371
H 2.35645 4.74972 -1.40481
H -1.60020 3.90367 0.07765
```



No. 4
C33H29Br2IrN2O4P2 | ωB97M-V/def2-TZVPD

Output
- LUMO energy (spin up / spin down): -10.9 / -10.9 eV
- Expectation value of S²: 0.75
- Energy relative to the best compared isomer or geometry (same formula, charge and spin): 166.8 kJ/mol
- Frontier orbital gap (spin up / spin down): 5.998 / 6.005 eV
- Charge: +3
- Spin multiplicity: 2
- HOMO (spin up / spin down): -16.94 / -16.95 eV

Structure (XYZ):
```
73
C33H29Br2IrN2O4P2, DFT ωB97M-V/def2-TZVPD
Ir -0.35452 -0.22740 -0.98925
Br -0.97284 -2.60107 -1.65524
Br 1.41167 -1.66794 0.04820
P -1.53984 2.57731 -1.08199
P -1.79207 0.24935 0.69015
O 7.38766 1.52382 1.65302
O 0.61066 2.74374 1.10063
O 0.58798 1.53785 -0.77016
O 7.41033 0.85720 -0.40284
N 6.88097 1.33643 0.57286
N -2.27634 1.80290 0.22251
C -4.14132 5.98236 -2.55959
C -1.19657 0.15645 2.36853
C -1.85714 0.10846 4.69264
C 4.75308 1.12138 -0.65207
C -4.21400 -2.92723 1.17461
C 3.39385 2.32439 1.47600
C 2.69879 1.87828 0.34936
C -2.58489 3.88484 -1.67893
C -2.20007 0.13276 3.35149
C -4.45360 4.68187 -2.95095
C 0.47669 0.07277 4.09828
C -3.67587 3.62441 -2.51960
C -3.11978 -2.08129 1.16868
C -1.60035 -0.32030 -4.65117
C -0.45391 1.40478 -3.40406
C 3.38064 1.29185 -0.72010
C -5.56801 -1.19343 0.17970
C -4.47323 -0.34249 0.15911
C -2.43296 0.29200 -2.49070
C 0.47883 -3.27643 -0.54554
C 4.76423 2.14905 1.55374
C -5.43607 -2.48376 0.67699
C 1.23523 2.06518 0.32833
C -1.39786 1.24875 -2.33563
C 0.14404 0.12439 2.75807
C 5.40811 1.54184 0.49049
C -2.52654 -0.49343 -3.64721
C -3.24197 -0.78834 0.64464
C -3.05246 6.23869 -1.73765
C -2.91583 2.65787 1.26266
C -0.55173 0.62054 -4.51984
C -0.52126 0.07247 5.06635
C -2.26196 5.19032 -1.29474
H -2.18323 -2.41016 1.60753
H 0.06691 -3.79426 0.31312
H -3.91614 2.61559 -2.83414
H 1.15124 -3.87991 -1.14580
H -3.34571 -1.19289 -3.75436
H -3.68649 2.08220 1.77188
H -3.22664 0.24919 -1.75903
H -6.52820 -0.84479 -0.17582
H 0.15825 0.74041 -5.32766
H -0.25465 0.03649 6.11435
H -1.67646 -0.89523 -5.56596
H -4.75291 6.80387 -2.90843
H -4.12707 -3.92333 1.58737
H 0.32970 2.14751 -3.31831
H 1.51726 0.03412 4.39217
H 2.85217 1.01700 -1.62382
H -2.63505 0.10295 5.44379
H 2.85204 2.80645 2.27876
H -6.29457 -3.14198 0.69641
H 5.32616 0.69464 -1.46306
H -2.81512 7.25314 -1.44856
H 5.33812 2.47423 2.40996
H -5.30164 4.50026 -3.59707
H 0.94342 0.14184 2.03518
H -3.24749 0.12606 3.07937
H -3.39034 3.50730 0.77679
H -4.59241 0.67339 -0.20075
H -2.17113 3.00273 1.97882
H -1.40488 5.38328 -0.66050
```



No. 5
C33H29Cl2N3O2PRh | ωB97M-V/def2-TZVPD

Output
- LUMO energy (spin up / spin down): -6.7 / -6.7 eV
- Frontier orbital gap (spin up / spin down): 6.583 / 6.583 eV
- Charge: +2
- HOMO (spin up / spin down): -13.25 / -13.25 eV

Structure (XYZ):
```
71
C33H29Cl2N3O2PRh, DFT ωB97M-V/def2-TZVPD
Rh 0.44766 -0.85545 -0.22064
Cl -0.68267 -5.53743 0.78797
Cl -0.44076 -3.75009 5.86096
P 2.41254 -1.84252 -0.64028
O -0.20131 -2.65685 0.09269
O -0.93112 0.67716 -0.47438
N -2.44371 2.34315 -0.05157
N 0.41255 -0.75603 1.77228
N -3.54007 2.53125 0.75975
C -0.34235 -1.95075 -4.22022
C 5.52918 0.52367 -1.70215
C -3.61324 1.50181 1.61829
C 4.34928 -0.39619 0.64629
C -2.60783 0.60104 1.32683
C -0.03833 -0.75588 -3.60251
C 0.94977 -0.71746 -2.61221
C -4.17492 3.83596 0.89412
C 6.05004 0.88093 -0.46624
C 1.27977 -3.11795 -2.86129
C -3.03187 3.69805 -3.44300
C 1.61719 -1.91343 -2.24087
C -1.12546 3.85688 -1.41935
C -0.19585 -2.97812 1.39341
C -0.44207 -4.23816 1.88271
C 5.46311 0.42147 0.70762
C -0.52284 -4.45975 3.27509
C 0.58556 0.18497 3.93928
C 0.26319 -1.01441 4.52329
C 0.65423 0.28374 2.54302
C 2.85783 -3.46226 -0.01504
C -0.32650 -3.44451 4.17036
C -0.01098 -2.13864 3.71570
C 0.32828 -3.12306 -3.86167
C 4.41516 -0.29818 -1.77553
C 0.06036 -1.95559 2.32549
C -1.88737 1.13631 0.24422
C 3.82846 -0.76219 -0.59826
C -2.26092 3.07850 -1.26806
C -1.89439 4.47762 -3.61087
C -4.64177 1.46773 2.69118
C -0.94104 4.55389 -2.60458
C -3.21709 2.98488 -2.26874
H -2.45078 -0.35601 1.79360
H 1.29425 0.25573 -2.26473
H -0.74741 -5.45587 3.63102
H 0.79971 1.05793 4.53821
H 0.22023 -1.10976 5.59997
H 5.87852 0.69875 1.66674
H -0.06209 5.17032 -2.73535
H -0.53835 0.15999 -3.88712
H 3.67865 -3.86334 -0.61128
H -3.89378 4.45113 0.04504
H 3.89418 -0.75590 1.56336
H -4.09338 2.36455 -2.12554
H -3.85956 4.32455 1.81561
H -4.60151 0.51649 3.21482
H 6.92270 1.51800 -0.41544
H -1.75493 5.03422 -4.52770
H -3.77454 3.64413 -4.22724
H 0.91417 1.21176 2.04879
H -4.47559 2.26743 3.41517
H 0.08772 -4.05014 -4.36465
H -1.09574 -1.98358 -4.99530
H 5.99567 0.87798 -2.61107
H 1.75671 -4.04139 -2.56147
H -5.64285 1.59305 2.27831
H 1.99819 -4.13109 -0.04713
H 3.20023 -3.35491 1.01511
H -0.40372 3.91865 -0.61528
H -5.25505 3.71152 0.89087
H 4.01865 -0.58828 -2.74043
```



No. 6
C33H29CrNP2S5Sb | ωB97M-V/def2-TZVPD

Output
- LUMO energy (spin up / spin down): 2.1 / 2.1 eV
- Expectation value of S²: 6.04
- Energy relative to the best compared isomer or geometry (same formula, charge and spin): 51.7 kJ/mol
- Frontier orbital gap (spin up / spin down): 5.334 / 5.686 eV
- Charge: -1
- Spin multiplicity: 5
- HOMO (spin up / spin down): -3.19 / -3.54 eV

Structure (XYZ):
```
72
C33H29CrNP2S5Sb, DFT ωB97M-V/def2-TZVPD
Sb 1.61866 -3.85979 -3.57690
Cr 0.23588 -1.53739 -2.09875
S 0.85384 -4.96199 -1.53691
S 2.68949 -1.99216 -2.52795
S -0.09966 -3.37871 -0.54396
S -1.62115 1.66369 -4.92668
S -0.50246 -2.82910 -3.99904
P -0.09491 -1.59142 2.14081
P -0.41237 0.49634 -0.22175
N -0.11682 0.21831 -3.42659
C -1.64405 -3.89544 5.84327
C 2.51760 -1.82309 1.21275
C -1.12355 2.89898 -1.63331
C -4.35625 1.26750 0.70264
C -0.79688 4.10162 -2.24736
C -0.43896 0.16539 2.61325
C 3.90044 -1.67885 1.27682
C -4.23789 -0.91405 -0.30142
C -2.98687 1.41144 0.54886
C 1.17642 2.59134 -1.03555
C 0.72494 1.14087 -4.04303
C 2.80258 2.15306 -4.60882
C -1.33755 0.38719 -3.80893
C 2.11381 1.18372 -3.91308
C 0.76658 3.02934 -5.57943
C 0.15181 -3.41045 4.31353
C 1.50068 3.79458 -1.63958
C -0.63255 -2.46662 3.65571
C 3.72472 -0.98661 3.57328
C -2.44261 -2.96897 5.18479
C 2.34811 -1.11902 3.50566
C -0.35017 -4.11791 5.39809
C -1.94392 -2.27057 4.09737
C -4.98372 0.10293 0.27321
C 1.72974 -1.53536 2.32296
C 4.50343 -1.26262 2.45189
C -2.86354 -0.77034 -0.45438
C -2.22875 0.39847 -0.04046
C -0.14278 2.13102 -1.01506
C 0.08635 1.05242 1.49249
C 2.13600 3.07502 -5.42688
C 0.06706 2.04402 -4.88467
C 0.51171 4.55590 -2.24805
H 1.17973 1.05233 1.49762
H -2.14924 2.55457 -1.65336
H -3.46103 -2.79892 5.51236
H -4.93478 2.06087 1.15985
H 1.16217 -3.59949 3.97289
H -1.57236 4.67725 -2.73867
H 4.19294 -0.66776 4.49703
H 1.74664 -0.90390 4.38270
H -1.52296 0.27856 2.69554
H 0.27586 -4.84959 5.89394
H 0.25173 3.72828 -6.22560
H 2.60936 0.43399 -3.30772
H -6.05412 -0.01048 0.39373
H 3.88142 2.19458 -4.53082
H -0.23621 2.08877 1.61449
H -2.03343 -4.44767 6.68940
H -2.58933 -1.57461 3.57244
H 0.76444 5.48973 -2.73432
H 4.48727 -1.89968 0.39373
H 2.05692 -2.17260 0.29474
H 5.58052 -1.15522 2.50273
H -2.50308 2.32116 0.88745
H -2.28100 -1.58693 -0.87624
H 0.00270 0.44966 3.57158
H -2.14281 -0.25846 -3.48514
H -4.71540 -1.82997 -0.62487
H 1.96479 1.98104 -0.60701
H 2.53129 4.12635 -1.65654
H 2.70554 3.82546 -5.96079
```